Record 1
Below is C32H22AuN6 as an isolated structure, with properties calculated with wB97M-V/def2-TZVPD.

Properties
- E_tot (Ha) = -1696.43815
- LUMO (alpha / beta) (eV) = -5.526 / -5.525
- strongest force on any atom (eV/A) = 0.7
- highest occupied orbital energy (alpha / beta) (Eh) = -0.4183 / -0.4183

```
! wB97M-V def2-TZVPD RIJCOSX def2/J DEFGRID3
* xyz 1 1
Au 0.29579 -1.51832 -1.17175
C 5.48608 -3.07927 -2.22726
C 4.87896 -4.31229 -2.00693
C 3.51807 -4.39199 -1.79235
C 2.76558 -3.21622 -1.80242
C 3.35875 -1.97989 -2.02489
C 4.72782 -1.92010 -2.23476
N 1.35715 -3.27155 -1.58503
N 0.78633 -4.37513 -1.55156
C -0.56470 -4.25865 -1.27170
C -1.43129 -5.34263 -1.23420
C -2.76471 -5.11157 -0.92926
C -3.21953 -3.82893 -0.65481
C -2.35693 -2.72759 -0.68069
C -1.05177 -2.96881 -1.00603
H 6.55305 -3.02726 -2.39564
H 5.47303 -5.21563 -2.00073
H 3.04006 -5.34299 -1.61351
H 2.77635 -1.06858 -2.05611
H 5.19586 -0.96184 -2.41139
H -1.05900 -6.33614 -1.44199
H -3.45731 -5.94083 -0.90042
H -4.26223 -3.66956 -0.41450
H -2.71321 -1.73211 -0.44974
C -0.54859 -2.37108 3.52647
C -0.29478 -2.53055 2.17938
N 0.01063 -1.50229 1.38433
C 0.04407 -0.27832 1.89842
C -0.23006 -0.00871 3.23740
C -0.50738 -1.09182 4.06177
C -0.18845 1.35500 3.79613
C -0.75401 2.48052 3.35354
C -1.61829 2.71791 2.18809
C -2.09421 4.00485 1.95123
C -2.87430 4.19886 0.82442
N -3.18280 3.20569 -0.00342
C -2.70464 2.01173 0.32663
N -1.94173 1.71387 1.36611
H -0.77388 -3.22880 4.14379
H -0.32890 -3.51090 1.71799
H 0.28916 0.52356 1.21606
H -0.70457 -0.93445 5.11480
H 0.36353 1.43649 4.72762
H -0.58002 3.36911 3.95034
H -1.85306 4.82529 2.61268
H -3.26265 5.18021 0.57518
H -2.95178 1.19277 -0.34094
N -0.55739 8.42237 -1.18765
C -0.39340 7.28650 -1.22680
C -0.20106 5.86469 -1.26581
C -0.63549 5.13649 -2.37297
C -0.45797 3.76809 -2.40195
C 0.13703 3.11583 -1.31760
C 0.56635 3.85389 -0.20942
C 0.40742 5.22485 -0.18661
C 0.27120 1.69911 -1.31880
C 0.36631 0.48412 -1.30587
H -1.11210 5.64692 -3.19777
H -0.79354 3.19051 -3.25181
H 1.01777 3.34063 0.62944
H 0.73937 5.80496 0.66325
*
```

=====

Record 2
Below is a 15-piece molecular cluster, C60H144N6O15 overall, with properties calculated with wB97M-V/def2-TZVPD.

Properties
- E_tot (Ha) = -3829.25349
- LUMO (eV) = 0.051
- strongest force on any atom (eV/A) = 2.6
- highest occupied orbital energy (Eh) = -0.2820

```
! wB97M-V def2-TZVPD RIJCOSX def2/J DEFGRID3
* xyz 0 1
C 1.58020 6.70186 -2.85451
O 1.40749 5.98554 -4.05700
H 2.65144 6.75748 -2.63707
H 1.27546 7.75092 -2.90045
H 1.11955 6.15195 -2.02879
H 0.46840 6.03413 -4.29594
C 2.66232 4.49086 -0.35105
O 1.52307 5.03652 0.28378
H 3.01018 3.54734 0.07446
H 2.52044 4.31562 -1.42112
H 3.54498 5.13527 -0.28257
H 1.54671 5.99539 0.24981
C -5.70522 -0.55701 -1.54790
O -6.61597 -1.60312 -1.87842
H -5.11481 -0.91439 -0.69310
H -4.93184 -0.36615 -2.29961
H -6.30553 0.30473 -1.27651
H -6.10462 -2.39638 -2.06404
C -3.43781 0.94331 4.59410
O -4.71627 1.42151 4.29701
H -3.25283 0.84125 5.66163
H -3.19768 -0.02406 4.13382
H -2.61490 1.57953 4.23507
H -4.85099 1.47252 3.34289
C -5.23944 2.25064 -4.26668
O -4.04761 1.65391 -4.80254
H -5.11665 2.08091 -3.19862
H -5.27406 3.32215 -4.47619
H -6.13205 1.76163 -4.65628
H -4.10502 1.63382 -5.76305
C -1.67509 4.18812 -4.43697
O -1.45835 5.55606 -4.09119
H -2.53003 3.69575 -3.96133
H -1.99275 4.15858 -5.48575
H -0.76584 3.64717 -4.20655
H -2.24886 6.06233 -4.29595
O 2.14829 5.24839 3.26673
H 2.06953 4.86388 2.38134
H 2.18032 6.20027 3.11894
O -4.24447 5.62177 2.35330
H -5.11268 5.82416 2.71848
H -3.82826 5.05570 3.01441
O -5.96260 1.76509 1.68746
H -6.79819 1.39841 1.37743
H -5.70493 2.40400 1.01171
C 1.39313 2.34269 -3.24162
C 2.70383 1.82599 -3.84349
C 2.53318 0.38483 -4.33891
C 1.96359 0.26091 -5.74967
C 2.73624 1.12754 -6.72035
C 2.90960 2.59195 -6.31532
N 3.23835 2.66845 -4.90420
O 3.52675 3.97602 -4.48432
C 4.12326 3.05339 -7.15034
C 1.65745 3.42291 -6.69327
C 3.73546 1.74116 -2.71362
H 1.36437 3.43403 -3.13683
H 1.20120 2.04162 -2.20594
H 0.51027 2.05705 -3.82125
H 3.49168 -0.13920 -4.38784
H 1.90513 -0.15198 -3.62245
H 0.89294 0.50485 -5.73705
H 1.95455 -0.80120 -6.00915
H 2.02079 1.20867 -7.55289
H 3.57696 0.64856 -7.21786
H 4.13144 2.73113 -8.19611
H 4.14464 4.14241 -7.26444
H 5.06631 2.71359 -6.72444
H 1.80306 4.48422 -6.49257
H 1.42460 3.32554 -7.75403
H 0.83037 3.02411 -6.10102
H 3.45412 1.10408 -1.87363
H 4.04084 2.72655 -2.34825
H 4.70794 1.34728 -3.03026
H 2.66655 4.40759 -4.33217
C 2.97411 -1.02096 3.27744
C 2.89297 -2.54442 3.45411
C 2.08121 -3.03093 2.21165
C 2.28576 -4.48942 1.82828
C 3.78946 -4.68543 1.77411
C 4.45103 -4.53635 3.13918
N 4.24469 -3.10231 3.46488
O 4.99796 -2.70939 4.59591
C 4.03140 -5.48312 4.26687
C 5.92815 -4.82082 2.86287
C 2.13265 -2.82029 4.74111
H 2.00719 -0.54538 3.11676
H 3.58420 -0.83210 2.39118
H 3.43294 -0.51392 4.12659
H 1.03407 -2.84673 2.47248
H 2.28671 -2.39071 1.35392
H 1.80571 -4.65871 0.86209
H 1.89826 -5.21859 2.54166
H 4.28480 -4.02774 1.05007
H 4.10986 -5.60192 1.25761
H 4.47348 -6.47356 4.12181
H 4.32261 -5.21007 5.27907
H 2.95156 -5.65303 4.24396
H 6.28467 -4.11916 2.10356
H 6.56640 -4.72707 3.74783
H 6.10174 -5.84574 2.53919
H 1.21979 -2.21605 4.77183
H 2.67514 -2.47647 5.62601
H 1.86188 -3.86400 4.90681
H 5.86479 -2.52375 4.22024
C 0.01662 -4.33704 -3.56183
C -1.05281 -3.36401 -4.07578
C -0.48166 -1.92414 -4.06188
C -1.33188 -0.92563 -4.82514
C -1.47794 -1.42505 -6.26383
C -2.05417 -2.82523 -6.40554
N -1.37156 -3.72226 -5.46016
O -1.85076 -5.03481 -5.59408
C -3.58768 -2.84408 -6.19643
C -1.77666 -3.29045 -7.84155
C -2.31459 -3.40076 -3.16603
H 0.94912 -4.10306 -4.07436
H -0.27303 -5.37342 -3.72076
H 0.12145 -4.17815 -2.48734
H -0.39114 -1.66384 -3.00695
H 0.50705 -1.92046 -4.53063
H -0.87859 0.06471 -4.90391
H -2.32550 -0.80599 -4.38468
H -0.49002 -1.35881 -6.72990
H -2.13205 -0.73290 -6.80156
H -4.06183 -1.88711 -6.42048
H -4.07487 -3.67746 -6.70205
H -3.86650 -3.03998 -5.15760
H -2.36627 -4.17415 -8.07398
H -1.99905 -2.46582 -8.51930
H -0.71315 -3.51321 -7.95617
H -2.91020 -2.49309 -3.23765
H -2.00541 -3.57669 -2.13335
H -2.91068 -4.26124 -3.47570
H -1.15129 -5.54969 -6.01387
C -2.86047 -7.27334 1.98468
C -2.70319 -5.74546 2.24627
C -1.57382 -5.24223 1.33798
C -1.59468 -3.72387 1.03457
C -3.00677 -3.19205 0.81401
C -4.03894 -3.62658 1.80843
N -3.98762 -5.08840 1.94053
O -4.99226 -5.57860 2.81106
C -3.89435 -2.86008 3.14304
C -5.41522 -3.27548 1.22904
C -2.23340 -5.52263 3.70177
H -2.73591 -7.44084 0.91835
H -3.73997 -7.70510 2.45238
H -2.00500 -7.71573 2.50260
H -0.58128 -5.41796 1.75726
H -1.54959 -5.75457 0.37084
H -0.92040 -3.44109 0.22269
H -1.13606 -3.20175 1.88379
H -3.34058 -3.49823 -0.18762
H -2.93987 -2.10760 0.67404
H -4.53647 -1.97876 3.20962
H -4.20022 -3.46553 3.99681
H -2.86423 -2.52024 3.26087
H -5.78768 -3.97028 0.46881
H -6.20116 -3.36826 1.98346
H -5.42008 -2.27335 0.80040
H -3.03348 -5.84129 4.37293
H -2.08272 -4.46356 3.90567
H -1.29745 -6.04138 3.89968
H -5.48806 -6.15985 2.22473
C 5.68430 3.02899 5.71258
C 4.21427 2.56813 5.66195
C 4.18172 1.27114 6.53338
C 2.79675 0.83368 7.02125
C 2.02905 2.01107 7.66035
C 1.99216 3.27736 6.76709
N 3.34150 3.53961 6.29181
O 3.45347 4.83717 5.74182
C 0.96321 3.04714 5.65707
C 1.42413 4.38754 7.65603
C 3.82924 2.26193 4.20893
H 5.75309 4.12028 5.67070
H 6.34258 2.58812 4.96719
H 6.12412 2.87089 6.70082
H 4.62715 0.47161 5.92871
H 4.90149 1.32896 7.35070
H 2.89979 0.08727 7.81049
H 2.25488 0.38484 6.18527
H 2.67115 2.40518 8.45574
H 1.06065 1.66963 8.01450
H 1.05410 2.10149 5.12092
H -0.04004 2.97976 6.09360
H 0.91359 3.88537 4.95962
H 0.48906 4.05781 8.10055
H 2.10865 4.73255 8.43421
H 1.26497 5.28246 7.04810
H 4.52777 1.51037 3.84591
H 3.91969 3.22957 3.70979
H 2.80774 1.89973 4.13488
H 3.05071 4.78837 4.84989
C -0.79885 0.18279 1.83875
C -0.12678 0.63367 0.52508
C -0.60605 -0.23553 -0.64604
C -2.05836 0.03303 -1.06948
C -2.24473 1.52169 -1.32783
C -1.74275 2.49896 -0.24184
N -0.45534 2.03716 0.23398
O -0.01652 2.90043 1.27470
C -1.64142 3.85422 -0.93599
C -2.85682 2.59734 0.80799
C 1.38330 0.47805 0.65047
H -0.36717 -0.76549 2.17126
H -1.88993 0.12627 1.82620
H -0.62893 0.89704 2.65129
H 0.05271 -0.07405 -1.50107
H -0.62589 -1.27488 -0.30496
H -2.70694 -0.23375 -0.22875
H -2.36164 -0.56345 -1.92897
H -3.28606 1.74281 -1.58343
H -1.72508 1.84076 -2.24190
H -0.81599 3.90483 -1.65653
H -2.52835 4.05737 -1.53798
H -1.44981 4.70271 -0.27674
H -3.31786 1.64488 1.08161
H -2.47255 2.93387 1.78010
H -3.59533 3.36234 0.56501
H 1.57547 -0.58141 0.78244
H 1.68005 1.09884 1.49562
H 1.86071 0.86810 -0.25096
H 0.63507 3.43725 0.80896
*
```

=====

Record 3
Below is C26H57BeCl2F2KN4NaO8P3S as an isolated structure, with properties calculated with wB97M-V/def2-TZVPD.

Properties
- E_tot (Ha) = -5164.47881
- LUMO (eV) = -4.213
- strongest force on any atom (eV/A) = 9.8
- highest occupied orbital energy (Eh) = -0.2260

```
! wB97M-V def2-TZVPD RIJCOSX def2/J DEFGRID3
* xyz 0 1
C -4.72787 -4.73243 -5.54186
P -3.45525 -3.31066 -5.43491
C -1.99076 -3.52877 -6.64020
O -2.95652 -3.18646 -3.77154
C -1.50446 -3.35224 -3.60437
O -0.72841 -2.29011 -3.92392
N -0.79175 -4.56881 -3.05674
P -1.77110 -6.06241 -3.19869
P -0.97093 -7.18460 -4.94352
O -1.94976 -7.16106 -6.18472
O -0.89810 -8.86382 -4.39410
O 0.65871 -6.70022 -5.31976
H -5.66087 -4.48203 -6.22767
H -4.23215 -5.77733 -5.81069
H -5.16604 -4.86862 -4.44001
H -1.50117 -4.59790 -6.64103
H -2.40512 -3.36722 -7.74807
H -1.12352 -2.72998 -6.49334
H -0.73371 -4.40304 -2.00739
H -3.17461 -5.76698 -3.44864
H -1.83331 -9.23610 -4.32675
H 0.77310 -5.70859 -5.23023
F -5.34491 -1.79602 -4.00295
C -4.73086 -4.62480 -0.32530
C -3.24892 -4.84053 -0.58611
N -2.01969 -5.01949 -0.80252
H -5.32203 -5.28524 -0.96554
H -4.96086 -4.84375 0.72109
H -4.99979 -3.58680 -0.53942
Na -3.33632 -1.93526 -2.09562
C 4.20307 0.75802 1.11737
C 2.73642 1.19700 0.91254
C 2.67395 2.33804 -0.13643
C 2.95852 1.91741 -1.57428
C 2.60113 0.46648 -1.87185
C 1.54545 -0.15291 -0.92057
N 2.03801 -0.02160 0.46224
O 1.17645 -0.56653 1.40285
C 1.46354 -1.66044 -1.28400
C 0.16278 0.48183 -1.19362
C 2.25139 1.82631 2.25053
H 4.27982 -0.02109 1.88271
H 4.82963 1.59787 1.44210
H 4.64449 0.35799 0.20000
H 1.68049 2.80246 -0.10718
H 3.37199 3.14387 0.13573
H 2.40536 2.58167 -2.25002
H 4.01892 2.07487 -1.80385
H 2.27390 0.38709 -2.91689
H 3.52374 -0.12570 -1.81552
H 2.40939 -2.17082 -1.06506
H 1.25770 -1.79666 -2.35312
H 0.66716 -2.17596 -0.73421
H -0.12849 0.33201 -2.24161
H 0.14110 1.55962 -1.00732
H -0.62256 0.02750 -0.58016
H 2.87064 2.69161 2.52120
H 2.31810 1.12315 3.08773
H 1.21586 2.17898 2.17653
C 1.32308 -4.00772 2.61974
Cl 0.57330 -5.19112 1.54163
Cl 1.16544 -4.49808 4.31078
H 2.38388 -3.92218 2.37155
H 0.83296 -3.04079 2.48254
Be 3.96951 3.71727 2.05376
C 6.05518 -4.57237 7.07769
S 4.74535 -3.47714 6.47991
O 4.97697 -2.12497 7.08527
C 3.40395 -4.26442 7.40558
H 7.00539 -4.24070 6.65220
H 6.11275 -4.52816 8.16791
H 5.85308 -5.59587 6.75337
H 3.62216 -4.23847 8.47558
H 3.28564 -5.29725 7.07092
H 2.48014 -3.71399 7.21123
C -0.09067 8.36574 0.95079
C -0.15616 6.98458 1.63915
C -1.39221 6.92478 2.57446
C -2.74164 6.85897 1.86735
C -2.68270 6.20780 0.49113
C -1.47775 5.25776 0.27078
N -0.24045 6.01507 0.53078
O 0.90984 5.26362 0.34074
C -1.51270 4.85097 -1.22746
C -1.66146 3.97881 1.11916
C 1.08477 6.87380 2.57154
H 0.79568 8.44872 0.31349
H -0.04057 9.17707 1.68742
H -0.96426 8.55241 0.31958
H -1.30773 6.04939 3.23025
H -1.39690 7.78956 3.25478
H -3.44619 6.31217 2.50646
H -3.15563 7.86881 1.76355
H -3.62858 5.68243 0.30457
H -2.64787 7.00864 -0.25887
H -1.34053 5.71876 -1.87582
H -2.48872 4.42872 -1.49771
H -0.75637 4.09462 -1.46864
H -2.60138 3.47553 0.85685
H -1.69551 4.17829 2.19427
H -0.85754 3.25557 0.94551
H 1.07852 7.67234 3.32504
H 2.02683 6.97357 2.02168
H 1.09824 5.91918 3.11070
K -4.85122 7.27634 3.18852
F -6.50890 -5.80886 0.43896
*
```

=====

Record 4
Below is a 2-piece molecular cluster, C25H24N3O overall, with properties calculated with wB97M-V/def2-TZVPD.

Properties
- E_tot (Ha) = -1206.34053
- LUMO (eV) = -4.577
- strongest force on any atom (eV/A) = 2.3
- highest occupied orbital energy (Eh) = -0.3840

```
! wB97M-V def2-TZVPD RIJCOSX def2/J DEFGRID3
* xyz 1 1
C 6.15858 -1.56844 1.53947
O 5.67713 -0.45390 2.31976
C 4.37006 -0.12323 2.17029
C 3.48520 -0.84226 1.32544
C 2.15593 -0.47423 1.26367
C 1.65693 0.61326 2.02301
C 0.26145 0.92592 2.06004
C -0.74404 -0.03572 2.00717
C -2.18365 0.20579 1.90252
C -2.92571 1.35975 1.71547
C -4.32906 1.25807 1.72065
C -4.96729 0.02248 1.92305
C -4.21819 -1.15161 2.12949
C -2.83511 -1.03394 2.09785
N -1.83839 -2.00903 2.28570
C -2.04626 -3.41099 2.58897
C -0.60729 -1.43913 2.19747
C 2.58336 1.37228 2.79770
C 3.89985 0.99708 2.90510
H 7.20821 -1.65949 1.80593
H 5.61953 -2.48883 1.79476
H 6.05245 -1.36925 0.46594
H 3.84498 -1.69741 0.74823
H 1.48070 -1.03429 0.61718
H -0.05102 1.94848 2.27657
H -2.39519 2.30172 1.56883
H -4.93120 2.15279 1.56600
H -6.05567 -0.02590 1.91763
H -4.67099 -2.12502 2.30477
H -3.11840 -3.61024 2.63338
H -1.58238 -4.04828 1.82397
H -1.58242 -3.67277 3.55097
H 0.29895 -2.02097 2.35524
H 2.20409 2.24047 3.33942
H 4.59815 1.53996 3.53916
C -2.61233 3.15529 -4.32233
C -1.57558 2.07373 -4.26104
C -1.12660 1.63889 -3.00356
C -0.15255 0.64620 -2.92644
C 0.35500 0.09256 -4.13552
C -0.07731 0.49994 -5.39039
C -1.05770 1.50727 -5.44109
N 1.30325 -0.84083 -3.72200
C 1.35066 -0.83477 -2.35318
N 0.48364 0.04714 -1.85162
H -2.89583 3.37236 -5.35620
H -3.51485 2.87135 -3.76676
H -2.24675 4.08281 -3.86311
H -1.50912 2.05185 -2.06926
H 0.34721 0.03786 -6.28466
H -1.43748 1.87202 -6.40001
H 1.86479 -1.42979 -4.32686
H 2.02828 -1.48699 -1.80679
*
```

=====

Record 5
Below is a 2-piece molecular cluster, C5H13N2 overall, with properties calculated with wB97M-V/def2-TZVPD.

Properties
- E_tot (Ha) = -307.51575
- LUMO (eV) = -3.614
- strongest force on any atom (eV/A) = 1.4
- highest occupied orbital energy (Eh) = -0.4627

```
! wB97M-V def2-TZVPD RIJCOSX def2/J DEFGRID3
* xyz 1 1
C 0.59366 0.32838 -2.36627
C -0.22570 -0.70698 -2.45439
N 0.48561 1.27241 -1.20240
H 1.25742 0.72062 -3.12334
H -0.17742 -1.25100 -3.39032
H -0.72511 -1.08791 -1.57558
H 0.16921 0.75444 -0.33387
H 1.36548 1.73787 -0.98694
H -0.24327 1.97439 -1.34068
C -2.00738 -0.59984 0.82329
C -0.52205 -0.70350 1.06971
C 0.16589 0.12404 1.87742
N 1.51150 -0.00118 2.27302
H -2.47766 -0.06886 1.65407
H -2.23158 -0.04444 -0.08671
H -2.48936 -1.57862 0.83751
H 0.00722 -1.57329 0.66625
H -0.38535 0.86638 2.44620
H 2.07808 0.78328 1.97910
H 1.91436 -0.86431 1.92757
*
```

=====

Record 6
Below is one molecule with the formula C3H5N3S, with properties calculated with wB97M-V/def2-TZVPD.

Properties
- structure (SMILES) = [H]/N=C(/C#N)N(C)S
- E_tot (Ha) = -679.71348
- LUMO (eV) = 0.498
- strongest force on any atom (eV/A) = 1.9
- highest occupied orbital energy (Eh) = -0.3625

```
! wB97M-V def2-TZVPD RIJCOSX def2/J DEFGRID3
* xyz 0 1
C 0.28748 -0.99955 -1.16497
C -0.72132 0.24364 0.74002
C -0.73733 1.48528 1.53648
H -0.50280 -0.84373 -1.90366
H 0.12912 -1.96213 -0.61031
H 1.29916 -1.07072 -1.62370
H 2.35083 1.10497 0.32459
H -1.56627 -1.37005 0.40908
N 0.34884 0.08267 -0.19729
N -1.67203 -0.58042 0.99388
N -0.56905 2.50712 2.02928
S 1.35338 1.40292 -0.53339
*
```